1.
{"formula": "C6H14O", "method": "the ωB97M-V functional and the def2-TZVPD basis", "e_above_lowest_ev": 1.9108, "smiles": "C/C=C(\\C)CC.O", "charge": 0, "e_homo_ev": -8.55, "multiplicity": 1, "species": ["C", "C", "C", "C", "C", "C", "H", "H", "H", "H", "H", "H", "H", "H", "H", "H", "H", "H", "O", "H", "H"], "xyz": [[-1.73141, -0.89971, 0.26499], [-0.44455, -0.12950, -0.01933], [-0.28485, 1.17202, 0.25358], [-1.51594, 2.14484, 0.32547], [0.99328, 1.99326, 0.07664], [1.40140, 2.73283, 1.36058], [-1.48698, -1.92852, 0.00577], [-2.43575, -0.40097, -0.38176], [-2.05643, -0.76925, 1.29541], [0.27333, -0.75095, -0.54897], [-2.10975, 2.05436, -0.65482], [-2.27572, 1.84596, 1.02224], [-1.02819, 3.08222, 0.51929], [1.74546, 1.29294, -0.36672], [0.82918, 2.64757, -0.78951], [1.12410, 2.20097, 2.27719], [2.44130, 3.04768, 1.32939], [0.88355, 3.69089, 1.28796], [1.27492, -5.74578, -1.89742], [1.59984, -6.65968, -2.04045], [2.05971, -5.44768, -1.37796]], "nbo_charge": [-0.65, -0.19, 0.02, -0.66, -0.44, -0.62, 0.22, 0.21, 0.22, 0.19, 0.22, 0.22, 0.21, 0.21, 0.20, 0.22, 0.22, 0.20, -0.92, 0.46, 0.46]}

=====

2.
{"formula": "C36H54BrF18O18PS", "method": "the ωB97M-V functional and the def2-TZVPD basis", "smiles": "COCCCCCCCCC[C@@H]1OS(=O)(=O)O[C@H]1P(O)Br.CCOC(=O)C(F)(F)F.CCOC(=O)C(F)(F)F.CCOC(=O)C(F)(F)F.CCOC(=O)C(F)(F)F.CCOC(=O)C(F)(F)F.CCOC(=O)C(F)(F)F", "charge": 0, "e_homo_ev": -9.66, "multiplicity": 1, "species": ["C", "O", "C", "C", "C", "C", "C", "C", "C", "C", "C", "C", "O", "S", "O", "O", "O", "C", "P", "O", "Br", "H", "H", "H", "H", "H", "H", "H", "H", "H", "H", "H", "H", "H", "H", "H", "H", "H", "H", "H", "H", "H", "H", "H", "H", "C", "C", "O", "C", "O", "C", "F", "F", "F", "H", "H", "H", "H", "H", "C", "C", "O", "C", "O", "C", "F", "F", "F", "H", "H", "H", "H", "H", "C", "C", "O", "C", "O", "C", "F", "F", "F", "H", "H", "H", "H", "H", "C", "C", "O", "C", "O", "C", "F", "F", "F", "H", "H", "H", "H", "H", "C", "C", "O", "C", "O", "C", "F", "F", "F", "H", "H", "H", "H", "H", "C", "C", "O", "C", "O", "C", "F", "F", "F", "H", "H", "H", "H", "H"], "xyz": [[-4.34151, 0.19707, 1.29442], [-3.21545, 0.10838, 0.46078], [-3.05953, 1.17025, -0.46385], [-2.41026, 2.37530, 0.17580], [-0.99107, 2.15127, 0.72818], [-0.33352, 0.85097, 0.28430], [0.99618, 0.59856, 1.00421], [1.29699, -0.87375, 1.25500], [0.13595, -1.67661, 1.85243], [-0.55258, -1.01023, 3.03781], [0.24351, -1.17608, 4.35482], [0.24181, 0.07449, 5.19259], [0.72026, 1.23262, 4.46184], [2.22827, 1.56147, 4.76662], [2.29145, 2.89236, 5.25502], [3.11284, 1.14419, 3.74540], [2.39637, 0.55141, 5.97304], [1.14004, 0.03095, 6.41487], [0.44176, 1.16554, 7.76963], [1.83406, 1.72004, 8.36478], [0.00960, -0.44664, 9.23699], [-4.13685, -0.40920, 2.16431], [-5.24264, -0.18927, 0.81663], [-4.53468, 1.21291, 1.63138], [-2.50855, 0.80831, -1.32337], [-4.03460, 1.47636, -0.84978], [-2.44365, 3.22777, -0.49258], [-3.04264, 2.65379, 1.01548], [-0.35878, 2.96672, 0.38845], [-0.97850, 2.20385, 1.81309], [-1.00872, 0.02141, 0.41308], [-0.10767, 0.92837, -0.77645], [1.78959, 1.00188, 0.38046], [1.02827, 1.16557, 1.92168], [2.13768, -0.92294, 1.94712], [1.65240, -1.34646, 0.34508], [0.49366, -2.65919, 2.13977], [-0.59205, -1.85670, 1.06695], [-1.51688, -1.47814, 3.18323], [-0.74271, 0.03358, 2.82617], [1.25241, -1.49558, 4.10700], [-0.20694, -1.96730, 4.94326], [-0.78155, 0.32873, 5.45389], [1.30063, -0.99391, 6.72309], [2.24009, 2.32461, 7.72119], [-4.26598, -1.28845, 8.17483], [-3.87638, 0.10865, 7.74862], [-4.36385, 0.41177, 6.42112], [-5.62889, 0.78806, 6.33209], [-6.42328, 0.91309, 7.21557], [-5.95480, 1.11534, 4.85732], [-5.47859, 0.16634, 4.04170], [-5.38285, 2.28240, 4.52584], [-7.26534, 1.21692, 4.67961], [-3.91772, -2.02014, 7.44554], [-3.81937, -1.51784, 9.14118], [-5.34715, -1.38479, 8.26251], [-2.79574, 0.20854, 7.67580], [-4.24038, 0.86114, 8.44571], [4.27287, 5.90256, -1.33858], [3.76892, 5.74573, -2.75547], [2.86094, 4.62483, -2.87387], [1.61320, 4.84077, -2.49585], [1.13365, 5.84610, -2.06485], [0.79007, 3.55695, -2.73909], [1.47601, 2.48687, -2.31755], [0.56101, 3.40602, -4.05392], [-0.36934, 3.64694, -2.10104], [4.73448, 4.97742, -0.99323], [5.01211, 6.70098, -1.29650], [3.46051, 6.14771, -0.65598], [4.58388, 5.51674, -3.43495], [3.27537, 6.64736, -3.11363], [-3.94393, -7.67569, 2.17768], [-2.49996, -7.33039, 1.89386], [-2.14605, -6.04067, 2.45027], [-1.90995, -6.02121, 3.74649], [-1.98733, -6.92478, 4.52537], [-1.51927, -4.59134, 4.18057], [-2.28367, -3.66813, 3.58701], [-0.23631, -4.33255, 3.87178], [-1.64402, -4.46392, 5.50098], [-4.60105, -6.88681, 1.81140], [-4.20473, -8.60859, 1.67984], [-4.11886, -7.79322, 3.24604], [-2.32941, -7.23464, 0.82981], [-1.81920, -8.08792, 2.27916], [1.94137, 4.79063, -8.66660], [1.54809, 6.05089, -7.93000], [2.60195, 6.49532, -7.04542], [3.58498, 7.18081, -7.60401], [3.71128, 7.48677, -8.75160], [4.59192, 7.59654, -6.50837], [4.85463, 6.56258, -5.69493], [4.07002, 8.58734, -5.77152], [5.72586, 8.01652, -7.04994], [2.22527, 4.01018, -7.96047], [1.10313, 4.43382, -9.26296], [2.78507, 4.97112, -9.33105], [0.69735, 5.87348, -7.27710], [1.29030, 6.85649, -8.61503], [3.59083, 0.98622, -4.04110], [4.86825, 1.27672, -4.79760], [5.76196, 0.13991, -4.83250], [5.52006, -0.76729, -5.75739], [4.65903, -0.76146, -6.58806], [6.58331, -1.88647, -5.66420], [6.76780, -2.27049, -4.39689], [7.74677, -1.43907, -6.15132], [6.19809, -2.94071, -6.37691], [3.81502, 0.63881, -3.03243], [3.00440, 1.89303, -3.98369], [2.99951, 0.21898, -4.54091], [5.44021, 2.05362, -4.29608], [4.67083, 1.60694, -5.81611], [-1.59100, -4.68632, -4.62849], [-0.76029, -5.81209, -4.05566], [-1.46827, -6.47809, -2.98502], [-2.36750, -7.36937, -3.35824], [-2.64998, -7.71587, -4.46643], [-3.05103, -7.95441, -2.10421], [-3.36043, -6.97516, -1.24188], [-2.22689, -8.81426, -1.48409], [-4.16032, -8.59706, -2.44048], [-1.88252, -3.99133, -3.84056], [-1.01962, -4.14619, -5.37985], [-2.49749, -5.06762, -5.09638], [0.15103, -5.43716, -3.59666], [-0.48508, -6.54114, -4.81488]], "mulliken_charge": [-0.78, -0.27, -0.60, -1.10, -0.30, -0.79, -0.52, -1.11, -1.34, 0.40, -0.94, -0.05, -0.29, 1.24, -0.65, -0.58, -0.48, -0.16, 0.16, -0.47, -0.24, 0.15, 0.30, 0.37, 0.37, 0.48, 0.38, 0.28, 0.34, 0.29, 0.36, 0.69, 0.53, 0.06, 0.31, 0.49, 0.50, 0.46, 0.41, -0.02, 0.32, 0.15, 0.38, 0.81, 0.37, -1.12, 0.25, -0.23, 0.24, -0.54, 0.95, -0.23, -0.25, -0.26, 0.26, 0.39, 0.34, -0.13, 0.37, -1.26, -0.08, -0.16, 0.17, -0.54, 0.94, -0.12, -0.29, -0.21, 0.29, 0.41, 0.34, 0.28, 0.29, -1.22, -0.06, -0.30, -0.02, -0.54, 1.31, -0.25, -0.26, -0.28, 0.30, 0.38, 0.42, 0.15, 0.34, -1.07, -0.27, -0.29, 0.32, -0.52, 0.91, -0.21, -0.26, -0.25, 0.25, 0.39, 0.33, 0.34, 0.33, -0.71, -0.34, -0.34, 0.31, -0.52, 0.92, -0.25, -0.25, -0.24, 0.34, -0.02, 0.39, 0.30, 0.37, -1.09, -0.23, -0.30, 0.29, -0.52, 1.00, -0.25, -0.26, -0.26, 0.30, 0.38, 0.32, 0.31, 0.33]}

=====

3.
{"formula": "C5H9Cl", "method": "the ωB97M-V functional and the def2-TZVPD basis", "e_above_lowest_ev": 1.4379, "smiles": "C[C@H]1C[C@]1(C)Cl", "charge": 0, "e_homo_ev": -9.47, "multiplicity": 1, "species": ["C", "C", "C", "C", "C", "Cl", "H", "H", "H", "H", "H", "H", "H", "H", "H"], "xyz": [[1.46009, -0.74239, -0.61568], [0.10963, -0.97851, -0.10117], [-0.25072, -0.60071, 1.28165], [-0.85714, 0.16869, 0.10346], [-0.71017, 1.67720, -0.14950], [-2.50574, -0.18795, -0.24373], [2.04201, -1.66104, -0.77959], [2.07360, -0.19155, 0.06085], [1.46952, -0.28378, -1.68581], [-0.44729, -1.82068, -0.69786], [-0.96777, -1.21231, 1.90166], [0.68471, -0.26772, 1.75649], [-0.50973, 2.18430, 0.74026], [-1.65113, 2.01433, -0.67202], [0.06012, 1.90212, -0.89901]], "nbo_charge": [-0.62, -0.24, -0.43, -0.07, -0.62, -0.02, 0.22, 0.21, 0.21, 0.23, 0.24, 0.22, 0.22, 0.23, 0.21]}

=====

| no. | orbital gap (eV) |
| --- | --- |
| 1 | 9.40 |
| 2 | 9.77 |
| 3 | 10.53 |